A 4-piece molecular cluster, C42H52F2N5O5PS2Si overall at a distorted geometry. Source: the OMol25 dataset; level of theory: wB97M-V/def2-TZVPD.

Values from the calculation:
E	-3907.9798	Ha
HOMO	-8.5869	eV
SMILES	CC(=O)OCCCCC1=C(N=C=S)C(=O)c2c(OC#N)c(C(F)(F)CC[Si](C)(C)c3ccccc3)c([PH2]=S)c(C)c2C1=O.CCCC#N.CCCC#N.CCCC#N
Kohn-Sham gap	6.76	eV
charge	0
F_max	6.08	eV Å⁻¹

```
110
C42H52F2N5O5PS2Si, DFT wB97M-V/def2-TZVPD
C -5.088 -6.459 2.363
C -5.531 -5.259 1.409
O -6.434 -4.484 1.858
O -5.021 -4.998 0.105
C -4.272 -3.752 0.059
C -3.366 -3.564 -1.253
C -2.738 -4.917 -1.851
C -1.136 -5.032 -1.736
C -0.522 -4.494 -0.361
C -1.010 -4.904 0.928
N -2.129 -5.865 1.080
C -1.679 -7.061 0.834
S -1.457 -8.565 0.133
C -0.403 -4.309 2.309
O -0.283 -5.023 3.329
C 0.060 -2.765 2.209
C -0.071 -1.755 3.405
O -0.638 -2.320 4.619
C 0.446 -2.851 5.398
N 1.416 -3.512 5.695
C 0.341 -0.237 3.285
C 0.189 0.789 4.495
F 1.280 1.748 4.566
F 0.211 0.129 5.790
C -1.165 1.658 4.473
C -1.960 1.641 3.075
Si -3.176 3.164 3.003
C -4.423 3.205 4.450
C -2.020 4.725 2.948
C -3.990 3.071 1.257
C -3.967 4.358 0.342
C -4.599 4.261 -1.100
C -5.226 2.962 -1.668
C -5.259 1.702 -0.716
C -4.646 1.750 0.733
C 0.888 0.176 1.861
P 1.399 1.981 1.454
S 3.338 2.078 1.598
C 1.026 -0.832 0.667
C 1.561 -0.303 -0.753
C 0.622 -2.321 0.798
C 0.688 -3.416 -0.364
O 1.595 -3.522 -1.225
H -4.750 -6.099 3.410
H -5.974 -7.176 2.573
H -4.244 -7.109 1.952
H -3.592 -3.592 0.982
H -5.050 -2.894 0.114
H -4.047 -3.072 -2.052
H -2.576 -2.755 -1.003
H -2.980 -4.913 -2.985
H -3.200 -5.882 -1.444
H -0.648 -4.463 -2.602
H -0.855 -6.143 -1.854
H -1.022 2.738 4.863
H -1.868 1.161 5.250
H -1.309 1.740 2.143
H -2.654 0.719 3.064
H -3.831 3.409 5.423
H -5.079 4.151 4.303
H -5.104 2.291 4.529
H -1.432 4.676 1.948
H -2.653 5.676 2.936
H -1.253 4.705 3.799
H -3.504 5.334 0.720
H -4.552 5.203 -1.755
H -5.659 2.894 -2.724
H -5.758 0.772 -1.156
H -4.696 0.804 1.370
H 0.757 2.879 2.364
H 0.974 2.343 0.113
H 0.918 0.597 -1.100
H 2.627 0.127 -0.624
H 1.496 -1.075 -1.589
C 5.226 2.421 -2.424
C 4.213 2.278 -3.553
C 3.534 3.598 -3.921
C 2.698 4.115 -2.834
N 2.047 4.525 -1.978
H 4.745 2.736 -1.493
H 5.717 1.462 -2.236
H 5.996 3.152 -2.678
H 3.463 1.531 -3.274
H 4.732 1.894 -4.438
H 2.907 3.438 -4.804
H 4.286 4.343 -4.199
C 8.420 2.475 0.528
C 9.655 3.091 -0.117
C 9.320 4.145 -1.173
C 8.631 3.571 -2.333
N 8.084 3.121 -3.241
H 7.816 1.930 -0.202
H 8.715 1.768 1.308
H 7.792 3.244 0.988
H 10.267 2.297 -0.556
H 10.258 3.562 0.666
H 10.249 4.616 -1.511
H 8.707 4.936 -0.731
C 0.383 -1.504 -5.045
C -1.034 -1.024 -5.337
C -1.390 0.276 -4.613
C -1.425 0.110 -3.157
N -1.447 -0.019 -2.014
H 0.512 -1.750 -3.987
H 0.601 -2.405 -5.624
H 1.118 -0.741 -5.313
H -1.745 -1.812 -5.070
H -1.130 -0.860 -6.415
H -2.374 0.612 -4.955
H -0.677 1.061 -4.881
```